(1)
Entry from the Open Molecules 2025 dataset: a molecular structure, C8H10O5SSc in a non-equilibrium geometry (wB97M-V/def2-TZVPD).

The lowest unoccupied orbital energy is -14.60 eV. Its gap between HOMO and LUMO is 3.74 eV.

Geometry as ORCA input:
```
! RIJCOSX wB97M-V def2-TZVPD def2/J DEFGRID3
* xyz 3 1
Sc 0.345 -0.296 -0.131
O -0.338 2.994 -0.671
C -0.103 1.854 -0.603
C -0.160 -2.423 -0.953
O -0.402 -3.524 -1.213
C 2.445 0.161 -0.981
O 3.547 0.433 -1.196
C -1.917 -0.041 -0.273
O -3.058 0.133 -0.342
C -0.168 0.745 -4.997
H -1.104 1.305 -4.906
H 0.749 1.340 -5.001
C -0.151 -0.592 -5.104
H 0.781 -1.155 -5.203
H -1.075 -1.179 -5.109
C -0.440 1.291 3.687
S 1.024 0.307 3.302
C 0.428 -1.225 4.046
O 0.798 -0.030 1.785
H -0.210 1.780 4.640
H -1.297 0.608 3.787
H -0.633 2.035 2.902
H -0.656 -1.281 3.871
H 0.919 -2.065 3.550
H 0.677 -1.175 5.112
*
```

Here are the natural (NBO) charges for atoms 1 to 8, given in e: Sc 1.542; O -0.216; C 0.446; C 0.444; O -0.203; C 0.454; O -0.207; C 0.447


(2)
Entry from the Open Molecules 2025 dataset: a molecular structure, C8H11B3Cl2F8O4 (wB97M-V/def2-TZVPD).

The lowest unoccupied orbital energy is 0.43 eV. Its gap between HOMO and LUMO is 11.15 eV.

Geometry as ORCA input:
```
! RIJCOSX wB97M-V def2-TZVPD def2/J DEFGRID3
* xyz 0 1
C 1.496 2.632 -0.709
C 2.587 1.625 -0.392
Cl 4.181 2.421 -0.292
C 2.289 0.833 0.883
B 2.747 1.561 2.179
O 3.658 0.998 3.075
B 3.038 0.833 4.273
O 1.743 1.346 4.399
B 1.620 2.585 3.798
Cl 0.784 3.862 4.659
O 2.194 2.779 2.589
H 1.261 3.218 0.174
H 0.610 2.073 -0.989
H 1.797 3.275 -1.527
H 2.623 0.922 -1.211
H 1.206 0.729 0.940
H 2.718 -0.161 0.814
H 3.552 0.325 5.211
C -2.440 -2.025 -2.948
C -1.306 -1.012 -2.717
C -0.082 -1.468 -1.912
F -0.405 -1.869 -0.669
F 0.762 -0.409 -1.805
F -1.805 0.128 -2.195
F -0.808 -0.723 -3.954
O -3.576 -2.020 -2.096
C -3.606 -2.644 -0.875
C -3.798 -1.656 0.289
F -2.870 -0.683 0.276
F -3.687 -2.340 1.450
F -2.529 -3.437 -0.692
F -4.705 -3.430 -0.859
H -2.856 -1.749 -3.914
H -2.038 -3.033 -3.050
H 0.434 -2.283 -2.426
H -4.789 -1.202 0.222
*
```

Here are the natural (NBO) charges for atoms 1 to 8, given in e: C -0.625; C -0.151; Cl -0.067; C -0.828; B 1.249; O -0.877; B 0.958; O -0.887


(3)
Entry from the Open Molecules 2025 dataset: a molecular structure, C8H11BN2S in a non-equilibrium geometry (wB97M-V/def2-TZVPD).

The lowest unoccupied orbital energy is 0.37 eV. Its gap between HOMO and LUMO is 7.98 eV.

Geometry as ORCA input:
```
! RIJCOSX wB97M-V def2-TZVPD def2/J DEFGRID3
* xyz 0 1
B -1.937 0.038 -0.146
C 2.871 0.229 -0.202
C 2.671 -1.131 -0.245
C 1.836 1.151 -0.301
C 1.386 -1.650 -0.094
C 0.559 0.646 -0.170
C 0.339 -0.702 -0.127
C -0.605 2.742 0.342
C -1.467 -2.422 0.245
N -0.583 1.493 -0.319
N -1.084 -1.076 -0.159
S -3.631 0.203 -0.499
H 3.927 0.515 -0.171
H 3.412 -1.960 -0.109
H 2.030 2.182 -0.522
H 1.298 -2.675 -0.301
H -1.704 3.055 0.517
H -0.033 2.765 1.259
H -0.348 3.640 -0.203
H -1.513 -2.640 1.403
H -2.475 -2.554 -0.102
H -0.867 -3.235 -0.237
H -4.084 1.385 0.142
*
```

Here are the natural (NBO) charges for atoms 1 to 8, given in e: B 0.714; C -0.213; C -0.237; C -0.231; C -0.235; C 0.124; C 0.115; C -0.412


(4)
Entry from the Open Molecules 2025 dataset: a single C8H11BrO molecule in a non-equilibrium geometry (wB97M-V/def2-TZVPD).

The lowest unoccupied orbital energy (spin up / spin down) is 0.69 / -2.26 eV. Its gap between HOMO and LUMO (spin up / spin down) is 5.93 / 6.39 eV.

Geometry as ORCA input:
```
! RIJCOSX wB97M-V def2-TZVPD def2/J DEFGRID3
* xyz 0 3
C -0.014 -0.200 -1.816
C -0.895 -1.063 -1.369
C 0.743 -0.454 2.180
C 0.672 0.769 -0.882
C 1.815 0.116 -0.128
C -1.637 -0.932 -0.122
C 1.325 -0.791 0.979
C -2.196 0.261 0.084
O 0.230 0.710 2.692
Br 1.552 -2.720 0.742
H 0.289 -0.288 -2.821
H -1.215 -1.939 -2.005
H 0.612 -1.334 2.824
H 1.085 1.733 -1.370
H -0.041 1.012 -0.061
H 2.406 -0.458 -0.818
H 2.473 0.955 0.191
H -1.621 -1.817 0.564
H -2.215 1.006 -0.729
H 0.247 1.431 2.053
H -2.937 0.468 0.826
*
```

Here are the natural (NBO) charges for atoms 1 to 8, given in e: C -0.179; C -0.225; C 0.123; C -0.438; C -0.468; C -0.236; C -0.141; C -0.352


(5)
Entry from the Open Molecules 2025 dataset: a single C8H11Cl2P molecule in a non-equilibrium geometry (wB97M-V/def2-TZVPD).

The lowest unoccupied orbital energy is -0.53 eV. Its structure (SMILES) is CCCC(Cl)=P1(Cl)C=CC=C1. Its gap between HOMO and LUMO is 6.90 eV.

Geometry as ORCA input:
```
! RIJCOSX wB97M-V def2-TZVPD def2/J DEFGRID3
* xyz 0 1
C -3.509 -0.134 -0.722
C -1.993 -0.617 -0.910
C -1.317 -0.457 0.519
C 0.023 -1.081 0.481
Cl 0.264 -2.794 0.445
P 1.297 -0.158 -0.177
Cl 1.611 -0.171 -2.335
C 1.414 1.529 0.437
C 2.633 1.677 0.962
C 3.497 0.551 0.849
C 2.961 -0.584 0.427
H -3.827 -0.036 -1.694
H -4.201 -0.800 -0.342
H -3.629 0.746 -0.251
H -1.383 -0.033 -1.649
H -1.840 -1.579 -1.181
H -1.221 0.723 0.646
H -2.092 -0.825 1.207
H 0.761 2.376 0.415
H 2.765 2.679 1.325
H 4.504 0.520 1.201
H 3.284 -1.532 0.347
*
```

Here are the natural (NBO) charges for atoms 1 to 8, given in e: C -0.615; C -0.374; C -0.435; C -0.601; Cl 0.001; P 1.386; Cl -0.388; C -0.518


(6)
Entry from the Open Molecules 2025 dataset: a molecular structure, C8H11IN2O7P2S2Se3TcTe in a non-equilibrium geometry (wB97M-V/def2-TZVPD).

The lowest unoccupied orbital energy (spin up / spin down) is -1.08 / -1.73 eV. Its gap between HOMO and LUMO (spin up / spin down) is 6.26 / 5.58 eV.

Geometry as ORCA input:
```
! RIJCOSX wB97M-V def2-TZVPD def2/J DEFGRID3
* xyz 0 4
Tc 0.887 0.974 0.330
O 0.777 -1.931 3.212
P 1.501 -0.504 3.264
O 1.669 -0.002 4.623
O 0.745 0.357 2.249
O 2.925 -0.868 2.528
P 3.496 0.205 1.485
O 4.965 -0.306 1.218
O 3.499 1.571 2.043
O 2.674 0.036 0.189
H 0.855 -2.353 4.081
H 5.007 -1.235 0.947
Se 0.822 1.194 -2.098
Se -0.005 3.294 -2.816
Te 0.347 4.631 -0.690
Se 1.907 3.064 0.612
I -0.707 3.085 3.288
C -1.671 1.851 1.903
C -2.948 1.449 2.270
C -3.764 0.823 1.351
C -3.310 0.700 0.048
C -2.025 1.087 -0.236
N -1.156 1.575 0.678
H -3.291 1.652 3.273
H -4.749 0.476 1.635
H -3.938 0.293 -0.732
H -1.629 1.025 -1.240
S -0.238 -1.671 0.110
C -0.097 -1.899 -1.536
N -1.088 -1.745 -2.413
C -0.744 -1.738 -3.827
C 0.519 -2.582 -3.943
S 1.361 -2.410 -2.329
H -1.961 -1.356 -2.094
H -0.560 -0.712 -4.155
H -1.560 -2.161 -4.412
H 1.186 -2.231 -4.725
H 0.298 -3.637 -4.091
*
```

Here are the natural (NBO) charges for atoms 1 to 8, given in e: Tc 0.795; O -0.994; P 2.568; O -1.091; O -1.097; O -1.082; P 2.560; O -0.971


| no. | energy (a.u.) |
| --- | --- |
| 1 | -1844.75234 |
| 2 | -2406.60101 |
| 3 | -843.97740 |
| 4 | -2960.43778 |
| 5 | -1573.05426 |
| 6 | -10277.88778 |